Record 1
The following is a DFT calculation (ωB97M-V with the def2-TZVPD basis set) of a structure of composition C22H41N2O2P3Pt in a non-equilibrium geometry.

Energy, hartree: -2264.521768
Max |F|, eV Å⁻¹: 5.111
Spin multiplicity: 5
Total charge: +4
E_HOMO (alpha / beta), eV: -18.49 / -19.42

The geometry in XYZ format:
```
71
Properties=species:S:1:pos:R:3:forces:R:3
P 3.33900 -0.41966 0.15341 0.5 -0.4 0.1
C 3.89168 -0.54355 1.84359 0.0 0.0 0.3
H 4.96388 -0.30385 1.87936 -0.2 0.0 0.0
H 3.74930 -1.56059 2.23107 -0.1 0.2 -0.1
H 3.33315 0.16100 2.47098 0.2 -0.1 -0.1
C 3.33329 -2.01833 -0.64090 -0.2 -0.4 -0.2
H 2.93348 -1.97892 -1.66043 0.3 0.0 0.3
H 2.73900 -2.73844 -0.06172 0.3 0.2 -0.1
H 4.37252 -2.37543 -0.67409 -0.1 0.0 0.0
C 4.25500 0.79929 -0.78754 -0.2 0.2 -0.1
H 5.29177 0.45431 -0.90068 -0.1 0.1 0.0
H 4.24208 1.75248 -0.24068 0.1 -0.2 -0.1
H 3.80363 0.95014 -1.77761 0.3 0.0 0.3
P -0.79386 2.66807 -0.65827 -0.4 1.3 -0.2
C -0.75310 3.26418 1.04839 0.1 -0.3 0.1
H -1.14909 4.28677 1.10154 0.1 -0.2 -0.1
H 0.27753 3.24214 1.41335 -0.2 0.1 0.0
H -1.36184 2.59380 1.66165 0.1 0.2 0.0
C 0.21940 3.85154 -1.60953 0.2 -0.5 0.0
H 0.18702 3.61976 -2.67960 0.0 0.3 0.2
H 1.25660 3.77276 -1.26333 -0.1 0.2 -0.1
H -0.14583 4.87209 -1.44001 0.0 -0.2 0.0
C -2.50194 2.93688 -1.23811 0.1 -0.5 0.1
H -2.68867 4.01119 -1.36128 0.0 -0.2 0.1
H -3.19000 2.52462 -0.49171 0.0 0.2 -0.2
H -2.66417 2.42367 -2.19241 -0.1 0.3 0.2
P -2.54320 -2.14359 0.16688 -0.2 -0.7 0.0
C -3.20693 -2.36470 1.80373 0.0 0.2 0.3
H -3.84876 -3.25778 1.80279 0.1 0.1 -0.1
H -3.79976 -1.48655 2.08973 0.0 -0.2 -0.1
H -2.40473 -2.50640 2.53791 0.0 0.0 -0.2
C -3.82216 -1.86720 -1.05828 0.0 0.3 -0.1
H -4.57393 -2.66182 -0.95857 0.1 0.1 -0.1
H -3.40622 -1.87600 -2.07404 -0.2 -0.1 0.3
H -4.29658 -0.89400 -0.87252 -0.1 -0.3 0.0
C -1.47783 -3.49094 -0.32550 0.3 -0.3 0.0
H -2.10667 -4.29754 -0.72749 0.1 0.1 0.0
H -0.92424 -3.88383 0.53597 -0.3 0.1 -0.1
H -0.76087 -3.18069 -1.09733 -0.3 -0.1 0.3
Pt -0.03911 0.14607 -1.38601 -1.0 2.5 4.3
C 1.54778 0.31025 0.04307 0.9 2.3 4.1
O 1.41579 1.10752 0.96906 0.2 -2.0 -2.9
C -1.51590 -0.51344 0.02177 -2.1 1.3 3.8
O -1.91525 0.27861 0.86792 1.1 -1.7 -2.5
C -1.37068 -0.07418 -3.06101 -0.4 -0.3 -1.3
C -0.75059 -1.34057 -2.90226 -0.8 -1.0 -1.4
C 0.64254 -1.44482 -2.91932 0.8 -0.7 0.1
C 1.42454 -0.26985 -2.91605 1.1 -0.6 -2.3
C 0.82302 0.96962 -3.25098 0.3 0.1 -0.7
C -0.57446 1.03327 -3.43338 -0.3 0.7 -0.6
H -2.45191 0.02841 -2.95984 0.3 0.0 -0.3
H -1.37323 -2.21588 -2.74959 0.2 0.1 -0.3
H 1.11900 -2.41394 -2.78131 -0.1 0.1 -0.2
H 2.49624 -0.30013 -2.74116 -0.3 -0.1 -0.3
H 1.43920 1.86276 -3.31760 -0.2 -0.1 -0.2
H -1.05115 1.97534 -3.68808 0.1 -0.1 0.0
C 1.55210 -4.69291 2.90330 0.3 -0.7 0.1
C 1.06257 -3.30932 2.97660 -0.2 0.7 0.4
C 0.74389 -2.48828 4.04657 0.0 0.0 -0.2
C 0.29839 -1.26980 3.49468 0.2 -0.8 -0.6
N 0.32616 -1.33926 2.15244 -0.2 0.8 -0.1
N 0.80683 -2.55917 1.88126 0.3 -0.9 -0.8
C -0.15012 -0.06405 4.20800 -0.2 0.6 0.4
H 2.50045 -4.78987 3.45015 -0.3 -0.1 -0.1
H 0.83025 -5.37888 3.37009 0.3 0.1 -0.1
H 1.71676 -5.02034 1.86838 0.0 0.0 0.2
H 0.82066 -2.73397 5.09337 0.0 0.0 0.0
H 0.95032 -2.82686 0.91087 -0.1 0.0 0.6
H 0.02322 -0.19016 5.28355 -0.1 0.2 -0.3
H 0.39987 0.82441 3.87099 -0.1 -0.1 0.1
H -1.22283 0.12113 4.05414 0.2 0.0 0.1
```
Positions in Å, forces in eV/Å.


Record 2
The following is a DFT calculation (ωB97M-V with the def2-TZVPD basis set) of a structure of composition C22H41N2O8S4SiW in a non-equilibrium geometry.

Energy, hartree: -3523.669136
Max |F|, eV Å⁻¹: 4.726
Spin multiplicity: 3
Total charge: +1
E_HOMO (alpha / beta), eV: -10.90 / -11.61

The geometry in XYZ format:
```
79
Properties=species:S:1:pos:R:3:forces:R:3
W 0.95462 -1.32049 0.20632 0.2 -1.3 0.6
N 3.43993 -1.20259 -3.24609 -1.4 0.1 2.5
C 2.52950 -0.64388 -2.35122 1.4 -2.1 0.1
N 2.14235 0.62632 -2.33058 0.6 0.9 -1.9
O 2.17525 -1.49199 -1.46112 -0.5 0.5 0.4
H 3.61210 -0.81020 -4.12258 0.4 0.6 -1.3
H 3.77493 -2.15755 -3.01212 -0.6 1.2 -0.4
H 2.46974 1.21365 -3.13216 -0.5 -0.6 1.4
H 1.42489 1.03198 -1.70484 0.5 -0.6 -0.4
C 1.63709 -0.18460 5.12202 -0.2 -1.0 -1.6
O 2.23138 0.29454 3.84735 -1.3 -0.3 -1.1
C 1.62560 -0.07911 2.73220 0.0 0.0 0.3
S 0.35950 -1.22959 2.63841 0.5 0.3 -0.1
S 2.10263 0.56747 1.19014 0.4 -0.4 0.8
H 2.32424 0.24042 5.80304 0.2 0.3 1.1
H 1.69749 -1.30145 5.10125 -0.2 1.0 0.2
H 0.58988 0.16651 5.19877 0.7 -0.1 0.1
C 4.48016 -7.72505 -2.84041 1.1 0.7 1.1
C 3.65651 -6.82841 -1.91170 1.6 -0.4 -0.6
C 2.72341 -6.03045 -2.55027 -0.1 0.5 0.4
C 1.92661 -5.19505 -1.79248 -0.7 0.8 0.0
C 2.09766 -5.15413 -0.40637 -1.1 -0.6 0.3
C 2.97637 -5.99215 0.24338 1.1 -0.4 0.1
C 3.83887 -6.77530 -0.52974 -1.7 0.7 -0.2
S 1.11682 -4.11579 0.64122 0.4 -0.6 -1.5
O 2.13791 -3.05521 0.98253 -0.9 1.1 0.0
O 0.59185 -4.80626 1.78185 0.1 0.5 -0.8
O 0.14257 -3.43666 -0.32250 0.9 0.7 1.7
H 4.85469 -8.58652 -2.27558 0.3 0.3 -0.2
H 5.29884 -7.19773 -3.42613 -0.9 -0.6 1.0
H 3.80073 -8.11134 -3.53912 -0.9 -0.6 -1.2
H 2.70107 -6.04166 -3.63762 -0.4 -0.1 0.2
H 1.12660 -4.58924 -2.24270 0.6 -0.2 0.2
H 3.06786 -6.08174 1.33770 -0.3 0.4 -0.6
H 4.52639 -7.34089 0.03416 0.9 -0.9 0.0
C -0.59340 4.95948 -0.65417 1.2 0.5 -0.7
C 0.46987 3.89929 -0.35464 -0.9 1.4 1.0
C 1.58340 3.87897 -1.37722 1.8 1.1 2.3
C 0.98123 4.10983 1.10656 0.1 -1.0 -0.5
O -0.06835 2.60225 -0.49495 0.8 -0.8 -0.4
Si -1.27040 1.71389 0.02566 -0.7 -0.2 0.0
S -0.82498 -0.31011 -0.70234 -0.6 0.3 -0.5
O -2.64878 2.32217 -0.49022 -0.7 0.4 -0.3
C -3.63445 2.23076 -1.53700 -0.5 -0.4 1.2
C -3.01518 2.30919 -2.89740 -0.5 -0.5 -1.2
C -4.30220 0.85722 -1.36564 3.9 -0.5 2.6
C -4.72631 3.31665 -1.31326 -0.8 -2.2 0.1
O -1.31142 1.59754 1.61381 -1.2 0.1 1.1
C -2.44860 1.61772 2.56250 -1.3 -0.6 0.0
C -3.20932 0.22733 2.57096 -0.4 3.7 -1.1
C -1.72566 1.82225 3.84712 3.0 0.9 0.1
C -3.48061 2.79977 2.39493 0.8 -1.2 0.3
H -0.21904 5.96300 -0.36541 -0.1 -0.5 -0.3
H -1.47617 4.79232 -0.08416 -0.8 -0.3 0.3
H -0.78962 4.94720 -1.73433 -0.3 0.1 0.3
H 2.06339 4.86404 -1.52485 -0.4 -0.4 -0.1
H 1.27244 3.43655 -2.27952 -0.5 -0.3 -1.2
H 2.34582 3.26320 -0.86571 0.1 0.0 -0.7
H 1.58783 5.02818 1.10686 -0.2 -0.3 0.4
H 1.60813 3.21854 1.27552 0.1 0.6 0.3
H 0.21149 4.08504 1.93407 0.5 0.3 -1.3
H -2.15113 1.65163 -3.13075 -0.4 0.3 0.7
H -2.76603 3.33542 -3.17719 -0.1 -0.1 -0.1
H -3.84635 1.88030 -3.50131 0.7 0.8 -0.4
H -3.47245 0.09322 -1.55055 -1.1 0.7 0.4
H -4.96568 0.71517 -2.10914 -2.8 -0.6 -2.1
H -4.67545 0.68837 -0.32391 0.0 0.3 -1.1
H -4.48390 4.29847 -1.56625 1.0 1.6 -0.3
H -5.02250 3.27996 -0.25484 -0.1 0.0 -0.4
H -5.62312 3.08378 -1.94812 0.8 -0.1 0.6
H -2.51709 -0.52216 2.61745 1.6 -2.2 1.0
H -3.68055 0.09046 1.62327 -0.5 0.1 -0.9
H -4.00545 0.30420 3.29298 0.1 -0.5 0.6
H -1.12009 0.97974 4.12776 0.0 -1.0 -0.2
H -2.19404 2.09770 4.75444 -1.3 0.5 0.5
H -0.89514 2.56622 3.65552 -1.1 -0.2 0.3
H -4.12388 2.69934 1.53771 -0.3 -0.4 -0.1
H -2.90937 3.68767 2.19665 0.2 0.7 0.4
H -4.08294 2.86240 3.33410 0.6 0.1 -0.8
```
Positions in Å, forces in eV/Å.


Record 3
The following is a DFT calculation (ωB97M-V with the def2-TZVPD basis set) of a structure of composition C22H41NPPt.

Energy, hartree: -1378.052156
Max |F|, eV Å⁻¹: 0.107
Total charge: +1
E_HOMO, eV: -11.31

The geometry in XYZ format:
```
66
Properties=species:S:1:pos:R:3:forces:R:3
Pt 1.56403 -0.01921 0.81448 0.1 0.0 0.1
C 2.50844 2.64521 -1.65959 0.0 0.0 0.0
C 2.64579 2.90546 -0.16097 0.0 0.0 0.0
C 3.65578 4.02484 0.11656 0.0 0.0 0.0
C 3.05760 1.66605 0.59680 0.0 0.0 0.0
C 2.63231 1.48758 1.93888 0.0 0.0 0.0
C 2.90318 0.24465 2.55989 0.0 0.0 0.0
C 3.58067 -0.73824 1.81697 -0.1 0.0 0.0
C 3.71299 -2.13883 2.33431 0.0 0.0 0.0
C 4.41980 -0.31574 0.70829 0.0 0.0 0.0
C 4.17343 0.86601 0.11579 0.0 0.0 0.0
H 2.06584 3.51303 -2.14839 0.0 0.0 0.0
H 1.88189 1.77435 -1.86017 0.0 0.0 0.0
H 3.48077 2.47341 -2.12418 0.0 0.0 0.0
H 1.67273 3.21236 0.23382 0.0 0.0 0.0
H 4.64994 3.75076 -0.24197 0.0 0.0 0.0
H 3.72792 4.24803 1.18156 0.0 0.0 0.0
H 3.35451 4.93457 -0.40231 0.0 0.0 0.0
H 2.04331 2.24550 2.43745 0.0 0.0 0.0
H 2.50008 0.01447 3.53631 0.0 0.0 0.0
H 3.41125 -2.85922 1.57447 0.0 0.0 0.0
H 3.10694 -2.29685 3.22418 0.0 0.0 0.0
H 4.75677 -2.34251 2.58157 0.0 0.0 0.0
H 5.20387 -0.97777 0.36466 0.0 0.0 0.0
H 4.75218 1.21223 -0.72900 0.0 0.0 0.0
C -2.05947 0.72438 1.99028 0.0 0.0 0.0
C -2.11242 -0.68128 1.37295 0.0 0.0 0.0
C -3.57017 -1.16417 1.37589 0.0 0.0 0.0
C -1.29681 -1.57676 2.32099 0.0 0.0 0.0
P -1.34344 -0.66513 -0.34868 0.0 0.0 0.0
N 0.27765 -0.55696 -0.37821 0.0 0.0 0.0
C -1.70071 -2.27961 -1.24063 0.0 0.0 0.0
C -3.12691 -2.36259 -1.79932 0.0 0.0 0.0
C -0.69356 -2.46668 -2.38913 0.0 0.0 0.0
C -1.47266 -3.46715 -0.29232 0.0 0.0 0.0
C -1.93274 0.82364 -1.33188 0.0 0.0 0.0
C -1.53320 0.66062 -2.80639 0.0 0.0 0.0
C -1.20617 2.08835 -0.84319 0.0 0.0 0.0
C -3.44811 1.04517 -1.25449 0.0 0.0 0.0
H -2.37284 0.63955 3.03281 0.0 0.0 0.0
H -2.73138 1.43046 1.50933 0.0 0.0 0.0
H -1.04510 1.12803 1.98258 0.0 0.0 0.0
H -3.96070 -1.04762 2.38932 0.0 0.0 0.0
H -3.66110 -2.21697 1.11766 0.0 0.0 0.0
H -4.21242 -0.58890 0.71235 0.0 0.0 0.0
H -1.75416 -1.50369 3.31012 0.0 0.0 0.0
H -0.26556 -1.23244 2.40712 0.0 0.0 0.0
H -1.28785 -2.62429 2.04192 0.0 0.0 0.0
H -3.30137 -1.65228 -2.60473 0.0 0.0 0.0
H -3.89437 -2.22152 -1.04067 0.0 0.0 0.0
H -3.26260 -3.36221 -2.21799 0.0 0.0 0.0
H -0.77398 -1.71467 -3.16606 0.0 0.0 0.0
H -0.90282 -3.43610 -2.84650 0.0 0.0 0.0
H 0.33032 -2.47089 -2.02168 0.0 0.0 0.0
H -2.22939 -3.54747 0.48411 0.0 0.0 0.0
H -0.48428 -3.43421 0.16746 0.0 0.0 0.0
H -1.52697 -4.37862 -0.89051 0.0 0.0 0.0
H -0.46901 0.45391 -2.91448 0.0 0.0 0.0
H -1.74628 1.60598 -3.30970 0.0 0.0 0.0
H -2.10264 -0.11096 -3.31825 0.0 0.0 0.0
H -0.12980 1.99069 -0.96847 0.0 0.0 0.0
H -1.41404 2.34632 0.18963 0.0 0.0 0.0
H -1.54473 2.91947 -1.46610 0.0 0.0 0.0
H -4.02004 0.17435 -1.56950 0.0 0.0 0.0
H -3.69920 1.86316 -1.93351 0.0 0.0 0.0
H -3.78102 1.33892 -0.26154 0.0 0.0 0.0
```
Positions in Å, forces in eV/Å.